Entry 1:
The following is a quantum chemistry calculation of a cluster of 5 separate species, C2H16NO4S in total at a distorted geometry, from the Open Molecules 2025 dataset.

The charge is +1. As for the calculated total energy: -22840.7570 eV. The calculation puts the relative energy (zero: lowest compared OMol25 entry of this formula, charge and spin) at 2.346 eV. For the molar mass, the calculation gives 150.2 u. As for the orbital gap: 9.178 eV. For the LUMO energy, the calculation gives -0.1131 Ha.

Cartesian coordinates (Å):
C (0.504, -1.288, 0.474)
C (0.528, -0.527, 1.827)
S (1.948, 0.183, 2.818)
N (0.393, -0.398, -0.790)
H (0.025, -2.279, 0.475)
H (1.507, -1.972, 0.294)
H (-0.040, -1.089, 2.670)
H (-0.240, 0.355, 1.841)
H (2.686, -0.990, 2.637)
H (1.399, -0.140, -1.093)
H (-0.197, 0.516, -0.777)
H (-0.001, -0.810, -1.607)
H (3.196, 1.197, -2.243)
H (2.271, 2.024, -1.333)
O (2.322, 1.475, -2.135)
H (-2.355, -0.295, -3.590)
H (-2.557, 0.601, -2.471)
O (-2.115, -0.159, -2.760)
H (-0.700, 2.459, -1.163)
H (0.051, 2.748, 0.258)
O (-0.147, 2.134, -0.487)
H (-2.795, -1.284, 3.156)
H (-3.222, -1.056, 1.697)
O (-2.461, -1.406, 2.301)

Results of the Löwdin charge analysis, in e, for atoms 1 through 2: C -0.180; C -0.595

=====

Entry 2:
The following is a quantum chemistry calculation of an isolated molecule of C3H5Br at a distorted geometry, from the Open Molecules 2025 dataset.

As for the SMILES: C=C(C)Br. The charge is 0. As for the calculated total energy: -73233.2657 eV. The calculation puts the relative energy (zero: lowest compared OMol25 entry of this formula, charge and spin) at 0.362 eV. For the molar mass, the calculation gives 121.0 u. As for the orbital gap: 10.257 eV. For the LUMO energy, the calculation gives 0.0326 Ha.

Cartesian coordinates (Å):
C (0.110, 1.483, 0.046)
C (-0.378, 0.189, -0.012)
C (0.414, -1.065, 0.059)
Br (-2.340, -0.094, 0.106)
H (-0.718, 2.267, 0.024)
H (1.218, 1.587, -0.115)
H (-0.040, -1.666, 0.757)
H (0.256, -1.694, -0.901)
H (1.478, -1.006, 0.037)

Results of the Löwdin charge analysis, in e, for atoms 1 through 2: C -0.050; C -0.744

=====

Entry 3:
The following is a quantum chemistry calculation of a structure of composition C54H61FHfN7O5P at a distorted geometry, from the Open Molecules 2025 dataset.

The charge is +2. As for the calculated total energy: -90960.1871 eV. The calculation puts the relative energy (zero: lowest compared OMol25 entry of this formula, charge and spin) at 1.050 eV. For the molar mass, the calculation gives 1116.6 u. As for the orbital gap: 5.625 eV. For the LUMO energy, the calculation gives -0.1900 Ha.

Cartesian coordinates (Å):
Hf (0.693, 0.461, 2.043)
C (-4.154, 2.127, -4.909)
O (-3.986, 0.722, -4.935)
C (-4.418, 0.025, -3.833)
C (-4.687, -1.330, -4.018)
C (-5.155, -2.092, -2.970)
C (-5.310, -1.533, -1.698)
C (-5.032, -0.180, -1.523)
C (-4.600, 0.599, -2.586)
N (-5.919, -2.326, -0.704)
N (-5.605, -2.314, 0.490)
C (-4.429, -1.747, 1.001)
C (-4.547, -0.995, 2.152)
C (-3.458, -0.319, 2.708)
C (-2.209, -0.419, 2.135)
O (-1.133, 0.194, 2.607)
C (-2.036, -1.267, 1.011)
N (-0.756, -1.405, 0.582)
C (-0.533, -2.255, -0.393)
C (-1.530, -3.049, -0.976)
C (-2.821, -2.928, -0.532)
C (-3.128, -1.973, 0.457)
H (-4.141, 2.463, -5.946)
H (-3.347, 2.617, -4.356)
H (-5.115, 2.406, -4.473)
H (-4.570, -1.764, -5.004)
H (-5.398, -3.138, -3.113)
H (-5.190, 0.278, -0.555)
H (-4.423, 1.654, -2.420)
H (-5.530, -0.882, 2.591)
H (-3.585, 0.292, 3.592)
H (0.501, -2.367, -0.699)
H (-1.268, -3.773, -1.735)
H (-3.591, -3.587, -0.906)
C (0.106, -3.327, 3.193)
C (1.313, -3.441, 2.250)
C (2.138, -4.677, 2.608)
P (2.103, -1.751, 2.258)
C (3.572, -1.658, 1.108)
C (4.196, -0.275, 1.321)
C (4.636, -2.743, 1.244)
C (2.662, -1.478, 3.958)
C (3.348, -2.448, 4.700)
C (3.577, -2.309, 6.055)
C (4.286, -3.361, 6.862)
C (3.080, -1.160, 6.677)
C (2.439, -0.174, 5.961)
C (2.234, -0.280, 4.575)
N (1.645, 0.755, 3.844)
C (1.765, 2.083, 4.416)
C (3.044, 2.600, 4.704)
C (4.299, 1.849, 4.353)
C (3.181, 3.829, 5.333)
C (2.089, 4.603, 5.679)
C (2.234, 5.915, 6.398)
C (0.834, 4.118, 5.346)
C (0.646, 2.886, 4.736)
C (-0.772, 2.479, 4.487)
H (-0.510, -4.225, 3.135)
H (-0.519, -2.467, 2.949)
H (0.447, -3.212, 4.223)
H (0.955, -3.558, 1.224)
H (2.299, -4.745, 3.682)
H (3.101, -4.708, 2.105)
H (1.573, -5.560, 2.306)
H (3.138, -1.697, 0.102)
H (4.710, -0.257, 2.281)
H (3.454, 0.528, 1.303)
H (4.934, -0.067, 0.545)
H (4.948, -2.860, 2.282)
H (5.514, -2.455, 0.663)
H (4.288, -3.701, 0.864)
H (3.723, -3.328, 4.195)
H (4.581, -4.211, 6.249)
H (3.633, -3.723, 7.658)
H (5.179, -2.953, 7.338)
H (3.211, -1.043, 7.746)
H (2.073, 0.707, 6.471)
H (4.160, 1.274, 3.441)
H (4.582, 1.159, 5.149)
H (5.122, 2.547, 4.202)
H (4.178, 4.189, 5.560)
H (3.257, 6.064, 6.740)
H (1.567, 5.950, 7.259)
H (1.966, 6.744, 5.741)
H (-0.040, 4.709, 5.594)
H (-1.445, 3.143, 5.028)
H (-0.957, 1.460, 4.815)
H (-1.027, 2.585, 3.435)
C (-2.150, 4.383, -3.818)
C (-0.655, 4.097, -3.848)
N (-0.260, 3.032, -2.913)
C (-0.158, 3.353, -1.615)
C (0.271, 2.498, -0.643)
C (0.268, 2.966, 0.788)
O (-0.466, 3.861, 1.130)
O (1.102, 2.314, 1.557)
C (0.706, 1.185, -0.979)
O (1.145, 0.351, -0.129)
C (0.557, 0.833, -2.377)
C (0.909, -0.450, -2.808)
C (0.624, -0.858, -4.075)
F (1.004, -2.093, -4.453)
C (-0.031, -0.025, -5.000)
C (-0.282, 1.280, -4.607)
C (0.012, 1.736, -3.314)
N (-0.458, -0.490, -6.255)
C (0.038, 0.141, -7.463)
C (-1.008, 0.051, -8.568)
N (-1.354, -1.389, -8.784)
C (-1.856, -2.006, -7.514)
C (-0.763, -1.897, -6.459)
H (-2.380, 5.176, -4.529)
H (-2.460, 4.720, -2.830)
H (-2.736, 3.501, -4.083)
H (-0.107, 4.994, -3.566)
H (-0.332, 3.823, -4.848)
H (-0.436, 4.361, -1.332)
H (1.421, -1.113, -2.128)
H (-0.748, 1.944, -5.321)
H (0.965, -0.344, -7.812)
H (0.269, 1.187, -7.274)
H (-0.632, 0.477, -9.497)
H (-1.918, 0.572, -8.277)
H (-0.510, -1.889, -9.075)
H (-2.045, -1.488, -9.529)
H (-2.124, -3.045, -7.698)
H (-2.736, -1.458, -7.177)
H (0.117, -2.477, -6.774)
H (-1.143, -2.332, -5.538)

Results of the Löwdin charge analysis, in e, for atoms 1 through 2: Hf 1.611; C -0.071

=====

Entry 4:
The following is a quantum chemistry calculation of a cluster of 6 separate species, H12O6 in total at a distorted geometry, from the Open Molecules 2025 dataset.

The charge is +1. As for the calculated total energy: -12467.2062 eV. Its spin multiplicity is 2. The calculation puts the relative energy (zero: lowest compared OMol25 entry of this formula, charge and spin) at 3.000 eV. For the molar mass, the calculation gives 108.1 u. As for the orbital gap (alpha / beta): 9.674 / 0.894 eV. For the LUMO energy (alpha / beta), the calculation gives -0.1202 / -0.4429 Ha.

Cartesian coordinates (Å):
O (-5.923, -1.310, -2.549)
H (-6.144, -2.245, -2.441)
H (-6.532, -0.701, -2.112)
O (0.472, 2.390, 7.331)
H (0.011, 3.145, 6.942)
H (1.342, 2.582, 6.959)
O (-0.976, 5.376, -1.227)
H (-1.218, 6.292, -1.050)
H (-0.027, 5.398, -1.082)
O (2.092, -3.341, -1.213)
H (2.498, -4.187, -1.399)
H (2.729, -2.634, -1.369)
O (-0.811, -4.134, 0.413)
H (0.100, -3.787, 0.663)
H (-0.360, -4.489, -0.418)
O (4.399, 0.601, -2.068)
H (3.585, 0.869, -2.515)
H (4.762, 0.175, -2.864)

Results of the Löwdin charge analysis, in e, for atoms 1 through 2: O 0.179; H 0.102

=====

Entry 5:
The following is a quantum chemistry calculation of an isolated molecule of H2NP at a distorted geometry, from the Open Molecules 2025 dataset.

As for the SMILES: [H]/N=P/[H]. The charge is 0. As for the calculated total energy: -10807.2718 eV. The calculation puts the relative energy (zero: lowest compared OMol25 entry of this formula, charge and spin) at 2.687 eV. For the molar mass, the calculation gives 47.0 u. As for the orbital gap (alpha / beta): 7.895 / 7.900 eV. For the LUMO energy (alpha / beta), the calculation gives -0.0640 / -0.0638 Ha.

Cartesian coordinates (Å):
N (-0.292, -0.548, 0.809)
P (0.162, 0.413, -0.901)
H (-1.004, -1.247, 0.729)
H (1.134, 1.381, -0.638)

Results of the Löwdin charge analysis, in e, for atoms 1 through 2: N -0.286; P 0.668

=====

Entry 6:
The following is a quantum chemistry calculation of an isolated molecule of C2HN3O2 at a distorted geometry, from the Open Molecules 2025 dataset.

The charge is 0. As for the calculated total energy: -10648.7193 eV. The calculation puts the relative energy (zero: lowest compared OMol25 entry of this formula, charge and spin) at 7.281 eV. For the molar mass, the calculation gives 99.0 u. As for the orbital gap: 10.263 eV. For the LUMO energy, the calculation gives -0.0277 Ha.

Cartesian coordinates (Å):
C (-0.757, -0.536, -0.249)
C (1.919, -1.113, -0.186)
N (1.414, -0.244, 0.396)
N (0.906, 0.929, 0.590)
N (-0.293, 0.868, 0.223)
O (-1.381, -1.264, 0.446)
O (-1.172, 1.686, 0.092)
H (-0.635, -0.327, -1.313)

Results of the Löwdin charge analysis, in e, for atoms 1 through 2: C -0.199; C 0.091